The following is a DFT calculation (the ωB97M-V functional and the def2-TZVPD basis) of H2 as an isolated structure.

Each line ends with the Löwdin charge.
Geometry (Å):
1 H 0.000 0.000 0.398  0.00
2 H 0.000 0.000 -0.398  0.00

Summary:
relative energy (zero: lowest compared OMol25 entry of this formula, charge and spin) = 1.1 kcal/mol
max |F| = 1.70 eV/Å
E_tot = -1.1591 Eh
HOMO level = -14.161 eV